This record from the OMol25 dataset describes C4H8N4O3 in the gas phase. The level of theory is ωB97M-V with the def2-TZVPD basis set.

Values from the calculation:
Max |F| in eV/A: 5.6
LUMO level in Ha: 0.014
SMILES: C/N=C(/NC=O)O/[N+]([O-])=N/C
Relative energy (zero: lowest compared OMol25 entry of this formula, charge and spin) in kcal per mole: 178.6
Orbital gap in eV: 10.01

Atoms and positions in Å:
H1 2.76235 -0.76301 1.11931
N1 0.69941 -0.47648 1.09357
H2 1.15560 1.20211 -2.44205
H3 -2.29539 0.28738 1.19275
H4 1.77509 -0.09300 -1.28560
C1 -2.81306 1.51264 -0.24310
N2 -1.99084 0.56768 0.23331
H5 2.24464 0.59045 1.92350
O1 -3.68213 2.02041 0.35775
H6 -2.54169 1.83758 -1.25839
C2 -0.91434 -0.02776 -0.45437
H7 0.73365 -0.62057 -2.56887
C3 0.91360 0.25900 -2.03682
H8 1.93973 -1.05945 2.68068
N3 0.38380 -1.54550 0.57230
N4 -0.19387 0.67752 -1.12671
O2 -0.96402 -1.25745 -0.05036
C4 2.03884 -0.43264 1.78261
O3 0.74864 -2.67892 0.51052

Mulliken atomic charge list, values in e, 4 entries: number 1, H, carries 0.3494; number 2, N, carries -0.4509; number 3, H, carries 0.3524; number 4, H, carries 0.2794